DFT (ωB97M-V/def2-TZVPD) results for a molecular structure, C38H44BrF5N2O2S2TeV.

Net charge: -2
Energy above the lowest of the compared OMol25 structures with the same formula, charge and spin, eV: 0.000
Spin multiplicity: 2
Molecular weight, g/mol: 978.35

Last column: Löwdin charge in e.
Cartesian coordinates (Å):
V 0.5403 2.1416 -1.1806  0.18
C 2.3244 0.9472 1.3459  -0.13
N 2.3196 2.1596 0.5170  -0.21
C 3.4566 2.1071 -0.4132  -0.17
C 3.3448 3.1322 -1.5266  -0.18
N 2.2918 2.7530 -2.4762  -0.22
C 2.7473 1.6238 -3.3128  -0.05
C 1.9146 3.8251 -3.3903  -0.28
C 2.8923 4.6431 -3.9371  -0.05
C 2.5749 5.6231 -4.8679  -0.12
C 1.2502 5.7547 -5.2650  -0.13
C 0.2789 4.9306 -4.7324  -0.14
C 0.5659 3.9448 -3.7755  -0.62
S -0.7244 2.9931 -3.0798  0.59
C 2.3818 3.3674 1.3216  -0.28
C 3.3308 3.4762 2.3324  -0.05
C 3.4236 4.6184 3.1128  -0.12
C 2.5465 5.6698 2.8673  -0.13
C 1.6054 5.5675 1.8633  -0.13
C 1.4929 4.4200 1.0636  -0.60
S 0.2730 4.3186 -0.1885  0.59
H 3.3344 0.7022 1.7062  0.08
H 1.9474 0.1114 0.7547  0.01
H 1.6620 1.0919 2.1957  0.07
H 3.4883 1.0932 -0.8196  0.11
H 4.4025 2.2686 0.1345  0.12
H 4.3236 3.2084 -2.0246  0.11
H 3.0887 4.1129 -1.1161  0.12
H 3.6944 1.8892 -3.8035  0.10
H 1.9858 1.4296 -4.0667  0.10
H 2.8513 0.7192 -2.7224  0.06
H 3.9239 4.5206 -3.6307  0.10
H 3.3465 6.2680 -5.2699  0.08
H 0.9711 6.5128 -5.9880  0.09
H -0.7557 5.0456 -5.0309  0.09
H 4.0063 2.6488 2.5130  0.10
H 4.1649 4.6854 3.8992  0.08
H 2.5946 6.5729 3.4666  0.09
H 0.9175 6.3815 1.6749  0.09
C -5.8262 -0.3869 3.0028  -0.06
C -4.7465 -1.2678 3.6461  -0.57
C -4.2857 -0.6084 4.9534  -0.06
C -5.3838 -2.6134 3.9977  -0.08
C -3.5642 -1.4139 2.6975  -0.21
C -2.8629 -0.2835 2.2794  -0.12
C -1.7773 -0.4003 1.4474  -0.49
Br -0.9113 1.2480 0.9908  0.93
C -1.2193 -1.6434 0.9814  -0.42
O -0.1107 -1.6940 0.3742  -0.20
C -2.0544 -2.7765 1.3018  -0.09
C -3.1328 -2.6232 2.1671  -0.02
C -1.8302 -4.2023 0.7635  -0.53
C -1.3168 -5.1050 1.8939  -0.05
C -3.1691 -4.7626 0.2549  -0.06
C -0.8539 -4.3155 -0.4079  -0.07
H -6.6789 -0.2633 3.6768  0.07
H -6.1782 -0.8345 2.0727  0.09
H -5.4366 0.6022 2.7643  0.08
H -5.1298 -0.4615 5.6336  0.07
H -3.8296 0.3625 4.7632  0.07
H -3.5415 -1.2310 5.4523  0.08
H -6.2121 -2.4558 4.6940  0.07
H -4.6656 -3.2833 4.4719  0.08
H -5.7791 -3.1132 3.1130  0.08
H -3.1621 0.7074 2.5981  0.09
H -3.6760 -3.5212 2.4338  0.08
H -2.0066 -5.1111 2.7404  0.07
H -0.3483 -4.7506 2.2502  0.08
H -1.1961 -6.1335 1.5414  0.07
H -3.9163 -4.8558 1.0442  0.06
H -3.0128 -5.7555 -0.1742  0.07
H -3.5773 -4.1140 -0.5211  0.09
H 0.1640 -4.0891 -0.1215  0.01
H -1.1123 -3.6348 -1.2157  0.08
H -0.8888 -5.3407 -0.7923  0.08
F -2.1869 -3.4074 -4.7947  0.07
C -1.4791 -2.4980 -4.0849  -0.16
C -2.1184 -1.5740 -3.2748  -0.15
F -3.4639 -1.5885 -3.1957  0.09
C -1.3994 -0.6484 -2.5416  -0.15
F -2.0886 0.2160 -1.7878  0.07
C 0.0075 -0.5810 -2.5757  -0.32
O 0.6983 0.2514 -1.8861  -0.22
C 0.6148 -1.5227 -3.4368  -0.15
F 1.9660 -1.5450 -3.5539  0.03
C -0.0965 -2.4611 -4.1574  -0.16
F 0.5545 -3.3473 -4.9403  0.08
C 4.5648 -3.3522 -0.4800  -0.50
Te 2.5947 -2.4877 -0.3882  1.31
C 2.4261 -2.9753 1.6740  -0.44
H 5.2496 -2.8181 0.1764  -0.02
H 4.9242 -3.2705 -1.5038  -0.02
H 4.5306 -4.4029 -0.2009  -0.02
H 2.5352 -4.0484 1.8156  -0.01
H 1.4342 -2.6515 1.9730  -0.02
H 3.1830 -2.4411 2.2441  -0.01


DFT (ωB97M-V/def2-TZVPD) results for a molecular structure, C38H44CoOP2 at a distorted geometry.

E_tot, hartree: -3614.91121
Spin multiplicity: 4
Molecular weight, g/mol: 637.65

Last column: Löwdin charge in e.
Cartesian coordinates (Å):
Co -0.0939 0.0839 -0.6351  0.31
C -1.8100 0.8393 -6.6974  -0.09
C -1.8077 -0.4588 -6.3934  -0.15
C -1.0593 -1.5274 -7.1510  -0.18
C 0.3589 -1.1389 -7.6231  -0.19
C 1.1490 -0.3161 -6.6524  -0.12
C 1.1516 1.0187 -6.6191  -0.11
C 0.3726 1.9059 -7.5382  -0.18
C -1.0658 1.4383 -7.8633  -0.19
C 1.3855 0.3411 0.6788  -0.26
H -2.4350 1.5473 -6.1399  0.11
H -2.4827 -0.8218 -5.6079  0.09
H -1.6287 -1.8476 -8.0449  0.12
H -0.9835 -2.4144 -6.4998  0.11
H 0.9165 -2.0729 -7.8050  0.11
H 0.2936 -0.6185 -8.5887  0.10
H 1.8260 -0.8997 -6.0293  0.09
H 1.8601 1.5831 -6.0180  0.07
H 0.9134 2.0405 -8.4971  0.12
H 0.3236 2.9026 -7.0666  0.11
H -1.6179 2.3266 -8.2144  0.11
H -1.0254 0.7288 -8.7030  0.10
H 1.0624 1.2437 1.2297  0.00
H 2.4710 0.3810 0.4667  -0.01
H 1.1679 -0.5291 1.3301  0.01
P -1.5925 -0.6234 -2.0525  0.97
P 1.6249 0.0535 -1.9813  0.94
C -0.5273 -0.8099 -3.4629  -0.27
C 0.8134 -0.6251 -3.4146  -0.28
C -2.4605 -2.1717 -1.7421  -0.34
C -2.8976 -2.9873 -2.7957  -0.09
C -3.6655 -4.1252 -2.5263  -0.08
C -3.9554 -4.4647 -1.1960  -0.08
C -3.4367 -3.7101 -0.1397  -0.07
C -2.6748 -2.5747 -0.4125  -0.07
C -2.7706 0.7470 -2.2486  -0.32
C -2.2965 2.0699 -2.1987  -0.08
C -3.1870 3.1334 -2.3750  -0.08
C -4.5461 2.8759 -2.5895  -0.09
C -5.0360 1.5625 -2.5585  -0.08
C -4.1455 0.4987 -2.3808  -0.08
C 3.0792 -0.9824 -1.6291  -0.34
C 2.8867 -2.2487 -1.0515  -0.08
C 3.9904 -3.0569 -0.7733  -0.08
C 5.2792 -2.6122 -1.0824  -0.09
C 5.4752 -1.3304 -1.6034  -0.08
C 4.3779 -0.5105 -1.8697  -0.07
C 2.1924 1.7566 -2.3252  -0.33
C 2.3591 2.6949 -1.2892  -0.07
C 2.8270 3.9762 -1.5856  -0.08
C 3.1117 4.3412 -2.8961  -0.08
C 2.8940 3.4312 -3.9465  -0.07
C 2.4338 2.1434 -3.6393  -0.10
H -1.0237 -1.0743 -4.3909  0.02
H 1.4821 -0.9208 -4.2185  0.04
H -2.6479 -2.7305 -3.8259  0.09
H -4.0490 -4.7322 -3.3482  0.10
H -4.5948 -5.3201 -0.9773  0.10
H -3.6318 -3.9858 0.9028  0.11
H -2.2472 -1.9698 0.3879  0.07
H -1.2379 2.2558 -1.9905  0.10
H -2.8133 4.1625 -2.3506  0.11
H -5.2285 3.7045 -2.7806  0.10
H -6.1033 1.3624 -2.6858  0.10
H -4.5080 -0.5281 -2.3324  0.10
H 1.8771 -2.5864 -0.8048  0.11
H 3.8374 -4.0384 -0.3220  0.11
H 6.1330 -3.2657 -0.9151  0.10
H 6.4805 -0.9622 -1.8115  0.10
H 4.5099 0.5014 -2.2518  0.10
H 2.1322 2.3926 -0.2735  0.07
H 2.9814 4.6814 -0.7597  0.11
H 3.5194 5.3278 -3.1147  0.10
H 3.1014 3.7101 -4.9758  0.10
H 2.2581 1.4106 -4.4210  0.06
C -0.9061 0.5809 3.1388  -0.08
C -1.5721 -0.2545 2.0638  -0.61
C -3.0519 -0.3213 2.3990  -0.07
O -1.3703 0.2627 0.7854  -0.35
H -1.3230 1.5956 3.1274  0.09
H 0.1773 0.6294 3.0008  0.05
H -1.0961 0.1438 4.1227  0.08
H -1.1440 -1.2714 2.1105  0.12
H -3.4604 0.6969 2.4471  0.08
H -3.6116 -0.9110 1.6714  0.06
H -3.1880 -0.7851 3.3778  0.07